# 1
C4H3NO3 | ωB97M-V/def2-TZVPD

The geometry in ORCA input format:
```
! RIJCOSX wB97M-V def2-TZVPD def2/J DEFGRID3
* xyz 0 1
O -3.41570 -2.11527 -0.32274
C -2.61265 -1.32219 -0.57028
H -0.02645 0.06088 -2.44969
H 0.64145 1.29502 1.04850
C -1.05805 0.53757 -0.87165
O -0.15974 0.74087 -1.75636
H 1.11856 0.48678 2.62759
C 1.35662 0.72523 1.60935
C 2.45208 0.30096 1.08360
O 3.44067 -0.08322 0.60534
N -1.73679 -0.62662 -1.00367
*
```

Computed properties:
Energy above the lowest of the compared OMol25 structures with the same formula, charge and spin = 86.1 kcal/mol

Which charges does Mulliken predict for the atoms? In e, they are:
1. O -0.379
2. C 0.551
3. H 0.305
4. H 0.285
5. C -0.136
6. O -0.244
7. H 0.231
8. C -1.012
9. C 0.877
10. O -0.368
11. N -0.110

---

# 2
C6H9NO | ωB97M-V/def2-TZVPD

The geometry in ORCA input format:
```
! RIJCOSX wB97M-V def2-TZVPD def2/J DEFGRID3
* xyz 0 1
H -2.07328 -1.74454 -0.36513
H 2.33879 0.56970 -1.28297
H -2.88904 0.50516 -0.90735
C 1.91129 -0.42417 0.78182
H 2.81738 -0.89917 0.98130
C -2.17852 0.46962 0.01963
H 1.27184 -0.46908 1.55729
C -0.43929 -0.62196 -0.33310
N -1.72890 -1.06828 0.22321
H -0.85200 0.65000 1.30523
O 0.45432 1.47850 -0.12154
C -0.53067 0.70377 0.23662
C 1.15957 -0.84709 -0.40101
H -2.47079 0.96376 1.00920
C 1.63373 0.40767 -0.39372
H 1.52458 -1.61426 -0.88254
H -0.53644 -0.43863 -1.46663
*
```

Computed properties:
Energy above the lowest of the compared OMol25 structures with the same formula, charge and spin = 169.6 kcal/mol
SMILES string = C1[C@H]2[C@H]3NC[C@@H]3O[C@@H]12

Which charges does Mulliken predict for the atoms? In e, they are:
1. H 0.267
2. H 0.296
3. H 0.287
4. C -0.815
5. H 0.299
6. C -0.479
7. H 0.288
8. C 0.206
9. N -0.603
10. H 0.214
11. O -0.479
12. C -0.097
13. C -0.476
14. H 0.292
15. C -0.025
16. H 0.597
17. H 0.227

---

# 3
ClO4 | ωB97M-V/def2-TZVPD

The geometry in ORCA input format:
```
! RIJCOSX wB97M-V def2-TZVPD def2/J DEFGRID3
* xyz -1 1
O 0.17529 -1.32854 0.27731
O -1.00465 0.46066 -1.23485
Cl -0.05504 0.08499 -0.03199
O -0.36371 0.32098 1.43455
O 1.24812 0.46191 -0.44501
*
```

Computed properties:
Energy above the lowest of the compared OMol25 structures with the same formula, charge and spin = 45.1 kcal/mol

Which charges does Mulliken predict for the atoms? In e, they are:
1. O -0.631
2. O -0.590
3. Cl 1.378
4. O -0.589
5. O -0.569

---

# 4
C3H6BrNO | ωB97M-V/def2-TZVPD

The geometry in ORCA input format:
```
! RIJCOSX wB97M-V def2-TZVPD def2/J DEFGRID3
* xyz 0 1
C -0.46814 -0.87546 0.83369
C 0.45033 -0.08888 0.03137
C -0.40788 1.17574 -0.50481
H 1.21481 0.50698 0.51078
H -0.71416 -1.86967 0.45324
H 0.76972 -0.68030 -0.80468
Br -3.31256 -0.17962 -0.12372
N -1.88970 0.46305 1.00787
H 0.13232 2.01106 -0.72452
O -1.34369 1.51010 0.46046
H -0.80336 0.71657 -1.35988
H -0.20570 -0.84067 1.90926
*
```

Computed properties:
Energy above the lowest of the compared OMol25 structures with the same formula, charge and spin = 86.6 kcal/mol

Which charges does Mulliken predict for the atoms? In e, they are:
1. C -0.390
2. C -0.395
3. C -0.542
4. H 0.283
5. H 0.293
6. H 0.305
7. Br -0.114
8. N -0.233
9. H 0.473
10. O -0.196
11. H 0.272
12. H 0.246

---

# 5
C64H65N7O19S2Ta | ωB97M-V/def2-TZVPD

The geometry in ORCA input format:
```
! RIJCOSX wB97M-V def2-TZVPD def2/J DEFGRID3
* xyz -1 1
Ta 1.06831 5.12747 2.29518
H 3.10786 8.24204 9.86182
O -1.01053 5.39633 6.16783
H -2.21374 6.06138 8.16423
H 5.73193 5.66241 5.03655
C -0.35709 6.09801 9.92956
H -1.99373 -1.69775 -9.40160
H 1.00953 4.08059 -0.24166
H 7.21041 4.58109 3.33202
N -0.58342 -10.15520 -2.15463
H -3.26426 -1.58263 -5.27946
S 0.83697 6.97127 4.06529
O -1.70250 7.44531 6.70029
C -0.33146 2.71585 0.69623
H -1.94788 -4.54397 2.85892
H 1.48574 6.37304 1.00418
C 1.63144 -3.40300 -2.23975
C 1.84444 -11.42166 -5.35548
C 1.52677 10.21381 3.21366
H -1.14607 -8.74334 2.85199
H 2.34052 7.84084 6.73726
H -0.72915 5.48261 1.95648
O -0.07775 -9.45338 -1.30515
C -1.73624 -7.91483 3.21230
N 2.19397 10.66913 0.90102
O -3.93671 -5.42830 -7.42699
C -1.98993 0.08737 -5.70435
H 1.29991 -1.85157 -0.79365
H -0.84554 2.68635 1.65579
C -2.19084 -5.53406 3.21448
N 0.95311 1.20911 -3.70869
O -3.35876 0.03591 -8.52587
H 1.85065 13.96436 4.10009
H 0.07568 -12.36278 -6.12612
H 3.82757 4.06066 0.76069
C 2.03545 12.49225 2.55950
C -2.60506 -3.62026 -10.15013
O -0.12141 -5.26471 1.51964
H 3.69075 -1.26606 -0.66909
C -0.21618 0.42977 -4.15534
O 1.23679 2.21406 -4.32670
C -3.52222 -7.02310 4.55238
C 4.28783 -2.75404 -2.10123
H 1.91641 -2.53414 3.39105
C 2.39283 -10.66372 -4.32915
C -3.68043 -4.45615 -10.41074
H 2.76065 -0.19138 3.56531
O -0.09108 8.36936 9.10907
H -2.03639 -2.24130 -3.23332
N -4.34069 -0.64501 -8.75734
C -0.30151 -11.36645 -4.27321
H 3.34708 5.91045 4.62100
H 1.84431 1.56694 2.14322
C -3.23081 -5.74084 4.10626
H -2.31828 7.76422 8.59475
H 6.20323 3.78719 1.19210
C 1.90837 11.14721 2.27023
H 4.58725 -4.30834 -3.55360
H 0.08529 -3.05282 1.79592
O 2.03619 9.48747 0.69764
H -4.47102 -7.44315 -6.25561
C -1.72633 7.02373 8.06876
H -1.00674 3.23776 0.02485
C 3.36817 -2.06057 -1.32729
C -2.92018 -7.79755 -3.26035
O 0.27590 -7.38114 1.47182
C -3.83343 -7.22889 -5.41176
C 1.11002 8.78624 9.54260
C -1.18746 6.52716 5.84556
O 0.72805 3.69618 3.64743
C -2.18173 -6.62062 -3.25201
C 0.42287 0.28479 1.12046
H 0.42147 6.35824 10.63692
O 1.56199 0.78868 -2.74551
H 0.35066 6.63852 7.98656
C 0.50122 -11.77313 -5.32637
C 2.52703 -4.10639 -3.02446
H -2.86001 -8.47579 -2.42394
H -1.32103 6.11466 10.42865
C 6.15338 4.69790 3.14753
C -4.97914 -4.02649 -10.17620
H -6.20719 -2.41844 -9.44277
C -0.91744 7.11161 4.50466
C 0.26702 -10.60899 -3.26731
C 1.37288 11.99705 4.81900
H -4.33196 -7.17813 5.25264
C 1.76004 12.91584 3.85016
H -0.54959 1.68018 -5.85907
H 0.34585 2.87555 3.31920
H -1.54648 -6.38117 -2.41146
C -2.81811 -2.35359 -9.63412
C 4.21030 4.40618 1.71160
N 0.20261 -3.74977 -2.30771
C -0.60330 -0.66414 -3.40473
H -3.00672 -9.10488 4.45266
H -1.68922 -4.82413 -4.32789
C -4.11771 -1.95744 -9.38540
O 1.17744 9.77835 10.18231
H 1.44665 9.16695 2.95648
C 1.44563 0.57271 2.04732
H 2.34331 13.18750 1.79324
C -2.25459 -5.74367 -4.32350
C 5.32460 5.30697 4.10203
O -1.75302 -10.48910 -2.16431
H 3.43855 -10.39145 -4.35268
O -0.56514 -3.09753 -1.63209
H 2.46588 -11.73783 -6.18234
C 1.49645 -1.74996 2.78094
H 2.00721 -9.65614 -2.46591
C 0.96322 3.55939 0.71309
C 1.60084 -10.24874 -3.27112
C 3.94826 5.44450 3.85427
C -0.35637 7.00807 8.71902
H -2.52781 0.36613 -6.59746
H -0.19297 5.08060 9.58869
H -4.31956 -9.01434 -4.34191
C -3.07964 -6.06934 -5.38358
C -1.46342 -6.62885 2.78794
H 5.33775 -2.49964 -2.04466
C 1.26060 10.64983 4.50183
C -3.74444 -8.09840 -4.33857
H -0.85962 -1.26588 0.38523
C -5.20749 -2.76408 -9.65670
C 2.33989 8.04110 9.12921
S 2.93102 8.72544 7.55589
H 0.41964 1.34244 -0.74849
H -5.81435 -4.68404 -10.37184
C 3.33856 4.98904 2.66420
H 2.22460 6.97244 9.03056
O -5.47697 -0.33681 -8.46511
H -3.81102 -4.89767 4.45352
O -2.46466 -4.15627 -6.51478
H -1.50813 6.56400 3.77821
O 2.57557 11.48695 0.08109
H -3.49984 -5.45551 -10.78324
C -1.71251 -1.38760 -3.81346
H -1.22529 8.14952 4.47615
H 2.18211 -4.89394 -3.67708
H -1.59456 -3.96292 -10.32304
H -1.34756 -11.62806 -4.23296
C 1.97123 -0.43242 2.87140
C 5.58621 4.25446 1.94500
C -0.06473 -1.03075 1.07729
O -0.13614 -4.65322 -3.05037
C -0.88781 0.82330 -5.29697
C -0.15542 1.29498 0.16584
C -2.77790 -8.10716 4.10501
H 1.83741 2.91614 0.73774
C 0.46639 -2.04783 1.88311
H 1.16125 12.33220 5.82595
C 2.02269 -2.38316 -1.39280
H -1.13627 0.91216 -0.11709
C 3.86818 -3.77263 -2.94943
N -3.16192 -5.15006 -6.53065
N -0.34635 -6.41068 1.85033
H 0.97050 9.92944 5.25571
H -0.05691 -0.93603 -2.51391
C -2.40151 -1.01178 -4.96035
*
```

These are the Mulliken partial charges, in e, on atoms 1 to 99:
1. Ta 1.353
2. H 0.341
3. O -0.606
4. H 0.406
5. H 0.386
6. C -1.635
7. H 0.468
8. H 0.579
9. H 0.347
10. N 1.120
11. H 0.408
12. S -0.502
13. O -0.366
14. C -1.026
15. H 0.483
16. H -0.272
17. C -0.249
18. C -0.419
19. C -0.225
20. H 0.460
21. H 0.045
22. H -0.203
23. O -0.611
24. C -0.562
25. N 1.058
26. O -0.565
27. C -0.335
28. H 0.124
29. H 0.418
30. C -0.268
31. N 1.070
32. O -0.661
33. H 0.363
34. H 0.372
35. H 0.333
36. C -0.560
37. C -0.478
38. O -0.656
39. H 0.554
40. C -0.396
41. O -0.647
42. C -0.464
43. C -0.582
44. H 0.438
45. C -0.467
46. C -0.473
47. H 0.483
48. O -0.326
49. H 0.586
50. N 1.051
51. C -0.412
52. H 0.447
53. H 0.556
54. C -0.496
55. H 0.451
56. H 0.377
57. C -0.152
58. H 0.404
59. H 0.728
60. O -0.595
61. H 0.474
62. C -1.014
63. H 0.495
64. C -0.790
65. C -0.756
66. O -0.607
67. C -0.398
68. C 0.500
69. C 0.429
70. O -0.863
71. C -0.621
72. C 1.262
73. H 0.407
74. O -0.561
75. H 0.219
76. C -0.467
77. C -0.530
78. H 0.617
79. H 0.388
80. C -0.329
81. C -0.429
82. H 0.460
83. C -0.356
84. C 0.202
85. C -0.771
86. H 0.374
87. C -0.278
88. H 0.511
89. H 0.243
90. H 0.578
91. C -0.216
92. C -0.221
93. N 1.273
94. C 0.550
95. H 0.373
96. H 0.691
97. C 0.069
98. O -0.581
99. H 0.464

---

# 6
C35H59FO30 | ωB97M-V/def2-TZVPD

The geometry in ORCA input format:
```
! RIJCOSX wB97M-V def2-TZVPD def2/J DEFGRID3
* xyz 0 1
H 14.08817 -2.04281 -12.62230
H 9.91710 -19.90725 -12.42679
C 9.21860 -20.74351 -12.45615
C 10.78459 -9.21537 1.07721
C 14.30385 -19.24019 -7.78392
O 9.59940 -9.40860 1.47858
H 7.17518 -8.30055 -13.75184
O 5.26297 -9.07161 -13.11958
C 5.76604 -16.49815 -15.89487
H 1.42626 -9.81242 -11.66732
C 10.86292 -9.85403 -8.77617
O 13.51525 -12.62983 -3.28247
H 9.41100 -9.22924 -1.90009
O 10.04209 -2.19683 -12.06817
C 9.78481 -11.78888 -9.39146
H 13.94640 -3.69686 -11.09602
H -3.39641 -16.08213 -4.21387
H 14.24880 -18.23438 -8.20036
C 11.20745 -2.64859 -12.26521
H 6.32620 -9.10144 -14.98740
C 17.63346 -9.51877 -12.82161
H 16.00287 -17.37617 -12.88034
H 16.66717 -9.91124 -13.13841
O 3.28439 -9.60120 -12.50676
C 2.20879 -14.13337 -5.42960
C 6.23013 -16.80392 -18.00678
H 9.38622 -12.00920 -10.38176
O 12.01946 -2.24001 -13.22176
O 7.17967 -16.08677 -17.52002
H 9.54261 -7.12885 0.18562
C -2.83078 -15.46996 -3.51143
H 16.20674 -12.06744 0.04198
H 8.47849 -7.72542 -2.02235
C 13.36849 -2.76695 -13.00410
H 7.01143 -10.04087 -13.77044
H -3.32132 -14.51016 -3.34943
H 6.29883 -17.28050 -15.35435
H 5.74334 -18.87614 -7.03413
H 10.86518 -10.88562 3.00488
O 0.30248 -15.54283 -5.22097
O 6.23651 -17.31224 -19.15148
H 2.34934 -14.37210 -6.48381
C 2.05322 -11.66692 -12.59451
C 4.09731 -9.62312 -13.52295
O 11.04050 -8.48523 0.05415
C 0.77093 -14.24318 -4.81559
O -1.45442 -15.15210 -3.88815
H 4.89049 -16.23171 -15.30282
C 6.46127 -9.10970 -13.90583
H 2.26037 -12.06520 -13.58777
O 15.34388 -19.01671 -11.90121
C 18.70155 -10.42729 -13.37363
O 11.87070 -9.74227 1.68864
H 5.84728 -20.47576 -7.61780
C 15.22775 -18.13055 -13.01529
F 17.80268 -9.48640 -11.52933
C 14.49603 -12.40885 -2.58701
H 13.31589 -4.84716 -12.24692
H 10.43392 -7.00961 -1.35425
H 1.53236 -9.82205 -13.37191
O 19.89485 -7.37198 -14.19019
H 11.49816 -12.41285 -10.49621
O -1.05646 -17.30902 -4.63333
C 13.20263 -3.82623 -11.88225
C 16.13825 -12.34937 -1.00870
H 2.48776 -13.08155 -5.49238
H 16.44404 -19.41824 -8.39448
C 16.31869 -11.16885 -1.90863
H 8.24344 -18.65962 -7.96369
H 12.62387 -11.18810 3.00331
O 5.33998 -16.97869 -17.07183
H 6.36048 -14.46501 -16.42109
C 15.48223 -19.87205 -8.63338
C 11.85007 -10.42286 2.94209
O 17.97831 -8.31072 -13.30095
H 1.11289 -12.13383 -12.30149
C 8.92847 -8.43603 -1.32906
O 11.05804 -8.84191 -8.13699
H 7.05205 -19.85822 -6.42304
H 2.91064 -14.54312 -4.70324
H 18.41606 -10.69588 -14.39071
C 6.74103 -15.47891 -16.29749
O 19.71553 -9.48595 -13.49230
H 18.96620 -11.22420 -12.67863
O 14.83272 -12.91319 -1.34642
C 8.42136 -19.78338 -10.43806
H 8.58617 -20.61857 -13.33508
O 11.88226 -3.48214 -11.47926
C 7.31829 -19.04259 -8.39442
O 9.65654 -10.47814 -8.89191
C 15.32997 -18.60307 -10.64864
O 11.77574 -10.62541 -9.47668
H 15.66943 -20.93432 -8.47649
H 2.79853 -12.13445 -11.95105
O 15.41001 -11.52877 -2.96813
O 15.37024 -17.46015 -10.24838
H 14.54109 -19.35418 -6.72618
H 17.31865 -10.85159 -2.20446
H 9.38772 -12.56944 -8.74250
H 16.93926 -13.04064 -1.27066
H 9.85229 -21.61976 -12.59302
C 6.47263 -19.63455 -7.31878
C 2.04266 -10.19153 -12.48243
H 14.30374 -17.55286 -12.99147
C 11.34175 -11.95951 -9.51737
H 11.71111 -12.60249 -8.71846
C 10.04211 -7.69369 -0.60150
H 8.11603 -8.85258 -0.73365
H 12.09179 -9.61117 3.62826
H 0.07587 -13.51725 -5.23751
H 0.76166 -14.00264 -3.75251
O 15.28858 -19.77429 -9.99359
C -0.71179 -16.15167 -4.50663
O 7.58893 -20.04856 -9.44333
C 19.24631 -8.26780 -13.70331
H -2.76530 -16.00593 -2.56457
H 15.51851 -18.57346 -13.96786
O 3.89749 -10.17936 -14.63746
O 8.50169 -20.86106 -11.19553
H 6.81435 -18.22169 -8.90457
H 13.84963 -3.22157 -13.87008
H 13.41622 -19.83782 -7.99137
H 7.60209 -15.50903 -15.62983
H 16.07628 -10.26944 -1.34260
O 8.88669 -18.64200 -10.61975
*
```

Computed properties:
SMILES string = O=C1OC[C@@H](F)O1.CCOC(=O)OC.CCOC(=O)OC.CCOC(=O)OC.CCOC(=O)OC.CCOC(=O)OC.O=C1OCCO1.O=C1OCCO1.O=C1OCCO1.O=C1OCCO1

These are the Mulliken partial charges, in e, on atoms 1 to 99:
1. H 0.241
2. H 0.322
3. C -0.663
4. C 0.805
5. C -0.942
6. O -0.618
7. H 0.292
8. O -0.305
9. C -0.259
10. H 0.349
11. C 0.663
12. O -0.558
13. H 0.289
14. O -0.583
15. C -0.264
16. H 0.255
17. H 0.306
18. H 0.304
19. C 0.705
20. H 0.316
21. C 0.304
22. H 0.302
23. H 0.345
24. O -0.344
25. C -1.117
26. C 0.749
27. H 0.243
28. O -0.325
29. O -0.322
30. H 0.266
31. C -0.636
32. H 0.304
33. H 0.383
34. C -0.278
35. H 0.276
36. H 0.234
37. H 0.207
38. H 0.300
39. H 0.331
40. O -0.254
41. O -0.606
42. H 0.312
43. C -1.146
44. C 0.790
45. O -0.313
46. C -0.190
47. O -0.320
48. H 0.294
49. C -0.700
50. H 0.294
51. O -0.303
52. C -0.456
53. O -0.324
54. H 0.313
55. C -0.685
56. F -0.287
57. C 0.680
58. H 0.229
59. H 0.348
60. H 0.278
61. O -0.530
62. H 0.281
63. O -0.541
64. C -0.210
65. C -0.263
66. H 0.383
67. H 0.360
68. C -0.291
69. H 0.303
70. H 0.191
71. O -0.321
72. H 0.263
73. C -0.353
74. C -0.605
75. O -0.325
76. H 0.375
77. C -1.077
78. O -0.516
79. H 0.283
80. H 0.282
81. H 0.327
82. C -0.258
83. O -0.348
84. H 0.293
85. O -0.327
86. C 0.817
87. H 0.263
88. O -0.331
89. C -0.214
90. O -0.328
91. C 0.732
92. O -0.327
93. H 0.300
94. H 0.305
95. O -0.319
96. O -0.576
97. H 0.338
98. H 0.324
99. H 0.271

---

no.,gap between HOMO and LUMO (eV),M (g mol⁻¹),LUMO (eV)
1,9.3,113.1,0.297
2,10.1,111.1,1.040
3,9.1,99.4,4.518
4,9.4,152.0,0.538
5,5.7,1481.3,0.252
6,10.2,978.8,-0.077